(1)
Here is a 2-piece molecular cluster, C3H11NO2 overall from the Open Molecules 2025 dataset. Energies are from ωB97M-V with the def2-TZVPD basis set.

DFT total energy: -8864.3115 eV
Molecular weight: 93.13 g mol⁻¹
Multiplicity: 2
Highest occupied orbital energy (spin up / spin down): -14.478 / -14.478 eV
Energy relative to the best compared isomer or geometry (same formula, charge and spin): 1.7997 eV
Total charge: +1

Atoms and positions in Å:
H  2.191  -2.428  1.761
H  -0.917  1.513  0.917
H  0.863  -1.791  1.824
H  -1.307  0.494  -2.709
H  1.140  2.083  -1.387
H  0.554  0.545  0.971
C  1.142  0.998  -1.400
H  -1.645  -0.974  0.480
H  1.253  0.695  -2.441
H  -1.591  1.628  -1.590
C  -0.450  0.599  0.535
N  -1.414  0.619  -1.702
O  1.723  -1.739  2.252
O  -1.099  -0.513  1.127
C  -0.245  0.355  -0.953
H  -0.050  -0.710  -1.141
H  1.933  0.607  -0.782

=====

(2)
Here is a 2-piece molecular cluster, C5H15NO overall from the Open Molecules 2025 dataset. Energies are from ωB97M-V with the def2-TZVPD basis set.

DFT total energy: -8965.5827 eV
Molecular weight: 105.18 g mol⁻¹
Highest occupied orbital energy: -9.524 eV
Energy relative to the best compared isomer or geometry (same formula, charge and spin): 0.7759 eV
Total charge: 0

Atoms and positions in Å:
H  -0.678  -2.672  2.222
O  -0.979  -3.236  2.940
H  -0.273  -3.192  3.609
H  -0.209  2.462  -0.138
H  -1.475  1.288  -3.354
C  0.969  0.715  0.034
C  -0.395  1.388  -0.042
H  0.068  -1.286  -0.263
H  -1.421  -0.139  -1.146
H  -0.356  2.357  -2.534
H  1.874  -1.159  -0.441
C  -0.749  1.335  -2.550
H  -0.902  1.378  0.930
H  0.571  -0.787  2.083
C  0.990  -0.844  0.109
H  2.146  -1.317  1.729
H  -2.292  1.328  -1.004
H  0.087  0.688  -2.768
C  -1.289  0.936  -1.184
H  1.681  1.112  -0.694
N  1.170  -1.350  1.495
H  1.462  0.994  0.967

=====

(3)
Here is a 6-piece molecular cluster, C20H43FNO12PS2 overall from the Open Molecules 2025 dataset. Energies are from ωB97M-V with the def2-TZVPD basis set.

DFT total energy: -81173.5632 eV
Molecular weight: 603.66 g mol⁻¹
Highest occupied orbital energy: -8.244 eV
Total charge: 0

Atoms and positions in Å:
H  5.428  1.761  -3.974
C  -2.650  -1.900  3.938
H  6.576  3.625  -5.185
H  -2.130  0.085  1.736
O  4.454  2.676  -6.629
O  -0.301  2.596  -2.471
O  3.662  0.737  -5.951
H  -5.606  -3.886  -0.014
H  -0.538  2.384  -6.968
H  4.404  3.219  -4.015
C  -0.735  1.374  -6.604
C  -5.429  -3.557  -1.037
O  0.597  -0.089  1.619
H  -2.568  1.527  -3.825
H  5.199  0.481  6.265
H  4.589  4.578  -7.307
C  3.270  -0.464  6.446
H  -3.114  -2.460  7.111
H  4.037  1.407  7.228
H  -4.508  -3.886  -5.041
H  4.199  4.480  -5.607
C  -3.481  -3.522  -3.181
C  4.388  0.402  6.990
H  2.866  -0.083  5.507
C  -2.482  -2.677  6.249
S  0.669  1.368  1.410
O  -4.049  -1.881  -0.113
O  0.869  2.094  2.680
P  -2.211  1.382  1.160
C  -1.707  0.971  -3.456
H  3.695  1.684  -3.591
H  -2.496  -3.479  -3.647
O  -3.122  -1.119  3.152
O  2.233  -0.642  7.418
H  -1.803  -3.905  4.126
N  -0.669  2.028  0.600
H  -0.701  0.683  -7.448
H  -1.900  0.648  -2.438
H  -5.275  -4.458  -1.629
H  -1.747  1.375  -6.197
H  0.284  1.910  6.724
F  1.947  1.755  0.454
H  -2.159  -3.376  2.501
H  -0.819  -1.524  6.980
H  3.657  -1.461  6.235
H  6.580  5.212  -5.970
H  -2.737  -3.689  5.928
C  4.443  2.153  -4.229
C  6.301  4.165  -6.092
H  4.783  -0.024  7.914
C  -1.027  -2.540  6.644
H  -0.777  -3.234  7.447
H  -4.379  -2.173  -4.597
C  -0.506  1.874  -3.419
C  1.295  1.583  6.963
H  1.283  1.008  -5.999
H  1.737  2.278  7.677
O  -2.829  -1.712  5.249
H  -1.564  0.072  -4.053
O  0.291  -0.089  8.296
C  4.821  4.039  -6.388
C  -1.786  -3.039  3.468
H  -2.789  2.255  2.126
C  -4.539  -3.181  -4.210
H  1.855  1.608  6.030
C  4.133  1.807  -5.660
C  1.218  0.217  7.591
S  -3.411  1.301  -0.389
H  0.140  -0.033  -5.186
H  -0.363  -2.737  5.799
H  -0.762  -2.683  3.351
O  -3.458  -2.560  -2.122
H  6.888  3.737  -6.907
H  -5.541  -3.200  -3.777
H  -3.592  -4.535  -2.788
H  -0.570  1.988  -0.428
C  -4.250  -2.619  -1.037
O  0.310  1.929  -4.478
H  -6.308  -3.023  -1.399
C  0.288  0.983  -5.557

=====

(4)
Here is C41H29N7O8SV as an isolated structure from the Open Molecules 2025 dataset. Energies are from ωB97M-V with the def2-TZVPD basis set.

DFT total energy: -106326.6073 eV
Molecular weight: 830.74 g mol⁻¹
Multiplicity: 3
Highest occupied orbital energy (spin up / spin down): -4.522 / -4.926 eV
Energy relative to the best compared isomer or geometry (same formula, charge and spin): 0.6901 eV
Total charge: -1

Atoms and positions in Å:
C  3.933  -1.804  3.001
O  -5.241  2.139  -5.427
C  -2.138  0.606  -1.746
O  -3.246  0.285  -1.385
N  -4.164  2.240  -5.957
C  -0.589  2.087  -4.906
H  -3.767  -3.068  0.569
C  1.254  3.336  -1.156
C  -1.500  2.504  1.008
C  -0.872  3.268  0.014
N  -0.712  -1.272  2.729
H  4.538  0.576  4.191
C  -3.089  1.493  -3.861
H  -4.707  -5.461  0.558
C  4.407  1.949  -2.704
C  2.442  -0.380  1.696
C  -0.358  -0.164  3.385
N  0.969  -1.217  0.000
C  -0.598  -3.298  -0.562
N  0.338  2.685  -0.440
H  -3.576  -6.809  0.756
H  3.886  -3.857  2.502
C  4.223  0.606  -2.428
C  -1.452  4.458  -0.428
H  -3.834  -5.664  2.076
C  -1.716  2.316  -5.671
C  -1.397  -5.449  0.117
H  0.586  -5.080  -0.676
O  1.321  4.517  -1.497
H  -4.314  4.349  1.402
H  4.935  -0.141  -2.754
H  2.172  -3.632  0.765
H  1.273  -1.462  6.037
C  -2.686  4.844  0.085
H  3.568  2.764  3.535
C  -2.738  2.894  1.499
S  0.669  -2.269  -1.207
C  -0.374  -4.656  -0.395
O  0.145  -1.552  -2.331
H  1.873  2.846  1.700
C  3.414  -0.526  2.710
C  -0.708  1.543  -3.631
C  -1.814  -2.713  -0.209
N  1.910  0.839  1.365
C  0.709  -1.409  5.113
C  -2.950  2.015  -5.130
C  2.353  2.386  -1.586
C  -2.818  -3.520  0.295
O  -4.010  2.527  -7.124
H  2.948  -0.830  -1.505
N  -0.799  1.336  1.457
H  0.559  0.749  5.079
C  2.323  1.905  2.000
H  -0.945  5.057  -1.168
C  0.334  -0.187  4.586
C  3.277  1.849  3.032
C  2.498  -2.750  1.287
C  3.813  0.648  3.384
H  -1.654  2.716  -6.672
H  -1.235  -6.516  0.251
H  -0.675  -3.335  2.708
C  -0.794  1.171  2.816
O  -1.094  2.018  3.661
V  0.402  0.730  -0.049
C  -0.364  -2.449  3.261
H  -3.151  5.760  -0.272
H  4.677  -1.916  3.785
C  -2.630  -4.893  0.456
O  1.821  -3.099  -1.484
C  3.483  -2.874  2.291
H  -1.967  -1.642  -0.320
H  5.284  2.285  -3.250
C  0.352  -2.568  4.439
H  -3.234  2.279  2.237
N  2.176  1.087  -1.291
C  -1.955  1.244  -3.107
C  1.954  -1.521  0.961
H  0.627  -3.545  4.816
O  -1.051  0.419  -1.035
C  -3.335  4.057  1.028
C  3.449  2.853  -2.278
H  0.389  2.324  -5.305
H  -4.064  1.268  -3.449
H  0.169  1.322  -3.049
C  3.103  0.213  -1.721
C  -3.748  -5.757  0.989
H  3.511  3.918  -2.468